1.
Here is a single C26H29NO8 molecule from the OMol25 dataset. Energies are from ωB97M-V/def2-TZVPD.

```
64
Properties=species:S:1:pos:R:3:lowdin_charge:R:1
H 0.096 3.741 2.816 0.0933
H 1.147 -6.030 -2.258 0.0919
C -2.977 -0.345 -0.769 -0.2102
H 2.286 -0.294 -2.337 0.1543
N -1.480 -0.803 -2.602 -0.0629
H -1.517 0.307 4.094 0.0783
C -3.083 0.532 1.885 -0.2798
H 1.263 1.896 5.105 0.0951
H -1.798 -1.955 0.005 0.1129
C 1.224 -0.294 -2.079 -0.1405
C -3.646 0.827 -0.439 -0.0285
C 1.502 -0.199 1.694 -0.1825
O 0.490 1.216 3.384 -0.1409
O 2.324 1.815 -3.512 -0.0347
H -1.873 -1.200 2.310 0.1120
H 4.013 2.840 -3.898 0.0930
C 1.062 0.183 -0.642 -0.1360
C -3.706 1.258 0.869 0.0040
C 0.671 -1.701 -2.179 -0.0606
C -0.663 -1.855 -2.307 -0.0065
H -3.253 -1.838 -2.298 0.1333
C -2.345 -1.054 0.242 -0.0249
C 0.106 1.655 1.030 -0.1873
H 2.313 -1.373 0.094 0.0988
C -0.857 3.397 2.405 -0.0565
C 2.817 -2.037 2.451 -0.0723
C 0.280 1.263 -0.302 0.0570
H 3.708 -1.780 1.871 0.1013
O -3.218 1.026 3.142 -0.0896
C 1.786 -5.169 -2.081 -0.0544
H -1.484 4.262 2.186 0.0981
C -2.870 -0.817 -2.203 -0.0880
H -2.860 0.897 5.106 0.0967
H -0.218 1.862 -1.046 0.1300
O 0.392 2.422 -4.487 0.0978
H -4.227 2.164 1.132 0.1214
O 2.775 -2.751 -1.868 0.1036
H 2.239 -2.791 1.908 0.0960
C 0.709 0.913 2.046 -0.1395
O -0.687 2.750 1.163 -0.0594
H -1.360 2.759 3.132 0.0811
C 0.420 0.552 -3.031 -0.0837
H 2.531 3.845 -3.846 0.0979
C 1.688 -0.541 0.368 0.0393
H -1.134 -2.826 -2.261 0.1437
H -4.129 1.407 -1.211 0.1130
H 2.232 -5.223 -1.085 0.0945
C 1.632 1.607 4.121 -0.0645
C -2.604 0.334 4.209 -0.0755
H 2.345 0.788 4.222 0.0842
H 2.589 -5.127 -2.820 0.0964
H -3.440 -0.160 -2.863 0.1275
C 2.962 2.895 -4.170 -0.0490
H -2.994 -0.684 4.300 0.0969
H 2.839 2.808 -5.252 0.0966
H 3.117 -2.439 3.418 0.0946
C 1.007 1.680 -3.753 -0.4617
O 0.953 -4.026 -2.191 -0.0528
C -0.905 0.322 -3.123 0.0134
C -2.389 -0.628 1.556 -0.0037
O 2.040 -0.900 2.740 -0.0917
H -1.552 0.985 -3.680 0.1493
H 2.130 2.463 3.652 0.0970
C 1.582 -2.834 -2.063 -0.4566
```

Summary:
Structure (SMILES) ... COC(=O)C1=CN(Cc2ccc(OC)cc2)C=C(C(=O)OC)C1c1cc(OC)c(OC)c(OC)c1
LUMO level ... 0.494 eV
E_HOMO ... -7.941 eV
Total charge ... 0

2.
Here is a molecular structure, C26H30AuN5SSe2 from the OMol25 dataset. Energies are from ωB97M-V/def2-TZVPD.

```
65
Properties=species:S:1:pos:R:3:lowdin_spin:R:1
N 0.906 -1.670 0.755 0.0012
C -3.919 3.658 -4.557 -0.0001
C -1.182 3.015 -4.627 0.0047
H -0.171 5.048 -0.994 0.0014
C 2.983 4.321 -2.004 0.0129
Se -2.132 0.160 3.209 0.4097
H 2.083 6.062 -1.121 -0.0001
C -0.857 2.911 2.320 0.0337
C 1.567 4.039 2.447 0.0109
H 3.963 4.775 -2.070 0.0005
H -1.798 0.567 -2.368 0.0110
H 2.125 2.383 1.187 -0.0001
H -1.317 3.364 -6.730 0.0008
H 1.300 -3.589 2.781 0.0000
N 2.440 -4.150 1.114 0.0000
H -1.591 4.516 3.563 0.0026
H 1.368 1.450 -2.828 0.0011
C 3.130 -2.832 0.899 -0.0002
H -3.811 3.346 -2.433 0.0008
H -4.967 3.925 -4.544 -0.0001
H 3.029 -4.757 1.695 0.0000
C -0.745 4.076 3.053 0.0129
C -1.919 2.999 -3.438 0.0292
N -1.108 0.993 -1.743 0.5574
H 0.613 -4.928 1.851 0.0000
H 4.062 -3.012 0.365 0.0000
H 2.329 -4.644 0.223 0.0000
H 2.055 -2.269 -0.895 -0.0001
C -3.568 -2.047 0.185 0.0006
H 0.678 5.556 3.690 -0.0002
C 0.664 4.485 -1.395 0.0104
Se -2.586 2.070 2.098 0.4445
C -1.851 3.345 -5.789 0.0073
C -3.277 3.330 -3.375 0.0069
C -3.312 -0.960 2.153 0.0304
H -4.834 -1.145 3.669 0.0023
H -5.357 -3.204 -0.067 0.0003
H 3.619 2.483 -2.918 0.0006
C 1.926 5.050 -1.468 0.0005
C 0.496 3.192 -1.884 0.0454
H 2.746 -0.930 0.008 -0.0001
H -0.701 -2.836 1.478 0.0002
H 0.020 -3.404 -0.018 0.0000
C -4.504 -1.419 2.676 0.0084
C -5.266 -2.249 1.859 -0.0005
N 0.121 2.297 1.664 0.0193
C 1.102 -3.958 1.773 0.0001
H -3.715 3.934 -6.670 0.0001
S -1.162 2.615 -1.917 0.2027
C -4.792 -2.564 0.597 0.0059
C 1.538 2.441 -2.428 0.0139
N -2.821 -1.247 0.951 0.0246
H 2.565 4.454 2.477 0.0005
H 3.369 -2.438 1.887 0.0000
C 1.323 2.871 1.729 -0.0001
Au -0.279 -0.250 -0.324 0.0785
C 2.235 -1.885 0.110 -0.0002
C 0.522 4.650 3.118 -0.0009
H -6.213 -2.637 2.212 -0.0001
H 1.056 -1.233 1.665 0.0022
C 2.793 3.025 -2.477 0.0025
H -3.175 -2.288 -0.796 -0.0001
H -0.124 2.793 -4.638 -0.0001
C 0.247 -2.990 0.967 0.0008
C -3.209 3.664 -5.752 0.0034
```

Summary:
LUMO level (alpha / beta) ... -10.938 / -13.768 eV
E_HOMO (alpha / beta) ... -19.328 / -19.304 eV
2S+1 ... 3
Total charge ... +4

Record-wise energy above the lowest of the compared OMol25 structures with the same formula, charge and spin values, in eV: 0.0000 4.7630